Here is one molecule with the formula C25H24N4O2 from the Open Molecules 2025 dataset. Energies are from the ωB97M-V functional and the def2-TZVPD basis.

Properties
**Lowest unoccupied orbital energy**: -0.04 eV
**Relative energy (zero: lowest compared OMol25 entry of this formula, charge and spin)**: 1.393 eV
**Kohn-Sham gap**: 7.8565 eV
**Electronic energy**: -1336.5833 Ha
**Highest occupied orbital energy**: -0.29007 hartree
**Charge**: 0
**Structure (SMILES)**: CCN(CC)C(=O)c1ccc(-c2nnc(Nc3cccc(O)c3)c3ccccc23)cc1

Each line ends with the Mulliken charge.
Cartesian coordinates (Å):
C 3.697 1.267 6.573  -1.07
C 2.788 0.041 6.608  -0.71
N 2.017 -0.118 5.386  0.18
C 0.617 0.243 5.397  -0.60
C 0.388 1.752 5.334  -1.07
C 2.662 -0.593 4.296  0.05
O 3.838 -0.908 4.317  -0.66
C 1.850 -0.718 3.041  0.05
C 1.791 0.340 2.143  -0.20
C 1.109 0.205 0.948  -1.01
C 0.478 -0.995 0.631  0.80
C -0.272 -1.152 -0.621  0.35
N -1.439 -1.738 -0.525  -0.38
N -2.255 -1.822 -1.547  -0.98
C -1.944 -1.297 -2.716  -0.12
N -2.936 -1.386 -3.659  -0.06
C -3.289 -0.463 -4.638  0.21
C -4.187 -0.863 -5.629  -0.72
C -4.563 0.023 -6.618  -0.65
C -4.063 1.313 -6.640  -0.70
C -3.186 1.723 -5.643  0.53
O -2.678 2.984 -5.600  -0.53
C -2.806 0.841 -4.640  -0.04
C -0.621 -0.823 -2.999  0.38
C -0.123 -0.573 -4.290  -0.32
C 1.186 -0.209 -4.462  -0.79
C 2.048 -0.107 -3.364  -0.81
C 1.600 -0.387 -2.101  -0.58
C 0.256 -0.742 -1.889  0.76
C 0.529 -2.050 1.539  -0.86
C 1.218 -1.917 2.727  -0.13
H 4.256 1.335 7.502  0.38
H 4.400 1.169 5.750  0.30
H 3.123 2.180 6.440  0.26
H 3.411 -0.851 6.725  0.37
H 2.091 0.101 7.447  0.39
H 0.164 -0.158 6.310  0.41
H 0.130 -0.231 4.541  0.35
H 0.784 2.243 6.218  0.32
H 0.870 2.168 4.453  0.24
H -0.678 1.957 5.274  0.39
H 2.286 1.271 2.380  0.61
H 1.045 1.043 0.268  0.53
H -3.674 -2.019 -3.376  0.31
H -4.579 -1.868 -5.616  0.42
H -5.254 -0.293 -7.385  0.37
H -4.358 2.003 -7.419  0.28
H -3.029 3.502 -6.335  0.30
H -2.142 1.196 -3.869  0.58
H -0.772 -0.693 -5.143  0.57
H 1.565 -0.016 -5.455  0.41
H 3.080 0.171 -3.523  0.41
H 2.277 -0.365 -1.261  0.58
H 0.025 -2.972 1.293  0.44
H 1.270 -2.743 3.422  0.44

Here is a 2-piece molecular cluster, C4H9NO overall from the Open Molecules 2025 dataset. Energies are from the ωB97M-V functional and the def2-TZVPD basis.

Properties
**Lowest unoccupied orbital energy**: 0.91 eV
**Relative energy (zero: lowest compared OMol25 entry of this formula, charge and spin)**: 2.686 eV
**Kohn-Sham gap**: 10.0897 eV
**Electronic energy**: -287.7337 Ha
**Highest occupied orbital energy**: -0.33740 hartree
**Charge**: 0
**Structure (SMILES)**: C=C1N[C@@H]1C.O

Each line ends with the Mulliken charge.
Cartesian coordinates (Å):
C 0.019 -0.564 1.676  -0.90
C 0.145 -0.107 0.439  0.23
N 0.460 -0.482 -0.863  -0.62
C 0.041 0.918 -0.584  0.33
C 1.105 1.973 -0.751  -1.20
H -0.257 0.095 2.491  0.23
H 0.244 -1.602 1.911  0.31
H -0.269 -1.071 -1.270  0.35
H -0.967 1.201 -0.894  0.34
H 0.847 2.871 -0.179  0.31
H 2.060 1.589 -0.382  0.32
H 1.224 2.251 -1.803  0.31
O -1.789 -2.363 -0.254  -0.68
H -1.753 -1.706 0.458  0.34
H -1.111 -3.001 0.004  0.34

Here is a 2-piece molecular cluster, C3H8O2S overall from the Open Molecules 2025 dataset. Energies are from the ωB97M-V functional and the def2-TZVPD basis.

Properties
**Lowest unoccupied orbital energy**: 6.04 eV
**Relative energy (zero: lowest compared OMol25 entry of this formula, charge and spin)**: 0.777 eV
**Kohn-Sham gap**: 5.6181 eV
**Electronic energy**: -667.6867 Ha
**Highest occupied orbital energy**: 0.01553 hartree
**Charge**: -2

Each line ends with the Mulliken charge.
Cartesian coordinates (Å):
C 0.225 -0.036 -0.374  -0.43
O 1.593 -0.020 -0.307  -0.66
C -0.408 -0.252 1.036  -0.16
C -1.891 -0.200 0.843  -0.81
S -3.075 -0.367 2.253  -0.81
H -0.109 0.849 -0.881  0.28
H -0.079 -0.861 -1.087  0.19
H -0.238 0.659 1.679  0.12
H -0.181 -1.152 1.636  0.26
H -2.431 -0.921 0.181  0.23
H -2.132 0.828 0.429  0.17
H 2.205 -0.054 -1.351  0.40
H 3.413 1.166 -1.831  0.19
O 3.105 0.360 -2.227  -0.97

Question: The highest Kohn-Sham gap belongs to which entry?
Answer: C4H9NO